Entry 1:
Formula: C7H22N2O9S
Source: OMol25
Level of theory: ωB97M-V/def2-TZVPD

Each line ends with the Löwdin spin population.
Geometry (Å):
C1 23.0647 -11.2052 -38.2586  0.00
O1 23.0813 -11.6379 -39.6323  0.00
H1 22.7470 -12.0021 -37.5862  0.00
H2 24.1275 -11.0334 -38.0883  0.00
H3 22.5206 -10.2666 -38.1534  0.00
H4 23.8416 -11.2444 -40.0667  0.00
C2 21.2650 -4.1517 -35.3234  0.00
O2 20.7431 -5.3536 -34.7942  0.00
H5 21.0733 -3.2461 -34.7479  0.00
H6 22.3527 -4.2064 -35.2792  0.00
H7 21.0112 -4.0975 -36.3821  0.00
H8 19.8319 -5.2864 -35.0890  0.00
O3 22.1180 -5.7593 -41.6491  0.00
S1 23.0494 -6.0190 -40.5507  0.00
O4 24.2441 -5.2014 -40.3792  0.00
O5 22.2182 -5.9417 -39.0798  0.00
C3 22.9791 -6.0722 -37.8980  0.00
C4 22.2053 -7.1199 -37.1163  0.00
C5 23.4036 -7.8307 -40.5343  0.00
H9 23.0340 -5.1387 -37.3380  0.00
H10 24.0307 -6.3129 -38.0540  0.00
H11 21.8825 -7.9538 -37.7397  0.00
H12 21.3381 -6.6070 -36.7003  0.00
H13 22.7651 -7.5040 -36.2635  0.00
H14 23.9775 -8.0626 -41.4315  0.00
H15 22.4839 -8.4119 -40.6015  0.00
H16 24.0269 -8.1307 -39.6919  0.00
C6 21.3102 -8.7987 -33.6167  0.03
N1 21.7688 -10.0866 -34.2369  0.42
O6 21.5343 -11.0606 -33.4756  0.24
O7 22.5085 -10.0861 -35.2025  0.25
H17 21.9574 -8.8115 -32.7397  0.02
H18 20.2577 -8.9736 -33.3938  0.01
H19 21.6146 -8.0411 -34.3389  0.00
C7 24.0092 -13.0983 -35.1844  0.00
N2 24.2722 -13.7608 -33.9275  0.00
O8 24.9033 -14.7838 -33.9799  0.00
O9 23.9569 -13.1399 -32.8658  0.01
H20 24.5382 -12.1459 -35.1494  0.00
H21 22.9225 -13.0135 -35.1951  0.00
H22 24.3904 -13.6573 -36.0390  0.00

- Charge: -1
- Highest occupied orbital energy (alpha / beta): -0.645 / -4.343 eV
- Lowest unoccupied orbital energy (alpha / beta): 2.283 / 2.273 eV
- Spin multiplicity: 2
- Kohn-Sham gap (alpha / beta): 2.9 / 6.6 eV
- Electronic energy: -39850.6804 eV

Entry 2:
Formula: C7H23F3NO6
Source: OMol25
Level of theory: ωB97M-V/def2-TZVPD

Each line ends with the Löwdin charge.
Geometry (Å):
N1 36.8379 -6.5387 -31.1260  0.34
H1 36.5879 -7.2163 -30.4200  0.15
H2 37.7087 -6.9516 -31.4284  0.13
H3 37.0905 -5.6578 -30.7012  0.15
H4 36.1415 -6.5165 -31.8571  0.15
O1 40.1758 -9.0553 -32.7323  -0.69
H5 39.7563 -9.5903 -33.4340  -0.22
C1 34.5143 -10.2192 -24.9468  -0.50
O2 34.4780 -11.5137 -24.3010  -0.11
O3 35.1703 -10.4734 -26.1521  -0.27
C2 33.1334 -9.5299 -25.0253  -0.55
F1 33.1772 -8.3778 -25.7600  0.08
F2 32.2777 -10.3421 -25.6694  0.11
F3 32.4900 -9.1225 -23.8989  0.09
C3 33.9195 -11.5702 -23.0110  -0.30
C4 34.3922 -12.9788 -22.6038  -0.09
H6 35.4619 -12.9184 -22.4034  0.07
H7 33.8792 -13.1503 -21.6575  0.05
H8 34.1575 -13.8506 -23.2145  0.07
H9 32.8335 -11.5008 -23.0731  0.10
H10 34.1859 -10.8415 -22.2454  0.11
H11 35.0625 -9.4853 -24.3561  0.12
C5 36.7508 -12.8321 -33.4163  -0.19
O4 37.1273 -13.2026 -32.1055  -0.11
H12 36.4332 -11.8035 -33.5878  0.07
H13 37.7054 -12.9044 -33.9375  0.08
H14 36.0525 -13.4963 -33.9255  0.07
H15 36.3870 -13.0245 -31.5209  0.07
C6 35.6999 -0.9856 -30.5156  -0.13
O5 37.0427 -1.5715 -30.3829  -0.15
H16 35.7752 0.1000 -30.4535  0.07
H17 35.3985 -1.3805 -31.4858  0.08
H18 34.9833 -1.2375 -29.7338  0.07
H19 37.5573 -1.0318 -29.7784  0.06
C7 32.9567 -7.4543 -36.2178  -0.20
O6 33.1989 -6.7249 -35.0736  -0.12
H20 33.8487 -7.6882 -36.7989  0.08
H21 32.3603 -8.3390 -35.9949  0.08
H22 32.4732 -6.7706 -36.9157  0.07
H23 32.3930 -6.4374 -34.6383  0.08

- Charge: -1
- Highest occupied orbital energy: -3.505 eV
- Lowest unoccupied orbital energy: 0.648 eV
- Kohn-Sham gap: 4.2 eV
- Electronic energy: -29553.3064 eV
- Energy relative to the best compared isomer or geometry (same formula, charge and spin): 569.6 kJ/mol

Entry 3:
Formula: C7H23N3O5Y
Source: OMol25
Level of theory: ωB97M-V/def2-TZVPD

Each line ends with the Löwdin charge.
Geometry (Å):
Y1 -1.9295 -2.5378 2.6429  1.95
O1 -0.8876 -0.8902 3.8901  -0.40
H1 -0.1241 -0.6563 3.3273  -0.06
O2 -1.5317 -1.2629 0.8651  -0.44
H2 -1.3170 -1.1433 -0.0805  0.05
C1 0.1989 2.1963 1.7135  -0.08
C2 -0.6123 1.9056 0.5151  -0.31
O3 -1.8355 1.3331 0.9320  -0.10
H3 0.3626 1.3857 2.4236  0.06
H4 -0.2261 2.9731 2.3491  0.09
H5 1.1874 2.5633 1.4374  0.08
H6 -0.0664 1.3388 -0.2391  0.10
H7 -1.0147 2.7359 -0.0652  0.12
H8 -1.7520 0.3768 0.9364  -0.03
C3 -4.9476 -0.4714 -0.4721  -0.74
O4 -5.9187 -0.3615 -1.2656  0.03
N1 -4.8887 -0.1777 0.8013  0.17
N2 -3.7864 -0.9090 -0.8239  0.15
H9 -4.1299 -0.4881 1.3912  0.07
H10 -5.8391 -0.0413 1.1148  0.13
H11 -3.0032 -0.9605 -0.1883  0.02
H12 -3.6634 -0.9889 -1.8232  0.13
C4 2.6039 1.2416 -2.2313  -0.05
C5 3.0227 -0.2206 -2.1272  -0.47
C6 2.5206 -0.8788 -0.8817  -0.18
O5 2.8302 -0.0782 0.3183  -0.17
C7 2.6020 -0.8415 1.4948  -0.12
N3 2.5794 -0.9822 -3.3125  0.04
H13 3.1562 1.6664 -3.0695  0.09
H14 2.7372 1.7168 -1.2594  0.08
H15 1.5429 1.1342 -2.4570  0.08
H16 4.1074 -0.1201 -2.1636  0.13
H17 2.8521 -1.9109 -0.7679  0.12
H18 1.4491 -0.9648 -1.0621  0.11
H19 1.5790 -1.0744 1.7904  0.05
H20 3.0341 -0.3333 2.3569  0.10
H21 3.1824 -1.7632 1.4537  0.09
H22 2.9584 -0.5961 -4.1654  0.08
H23 2.9675 -1.9146 -3.2983  0.07

- Charge: +1
- Highest occupied orbital energy: -11.641 eV
- Lowest unoccupied orbital energy: -7.285 eV
- Kohn-Sham gap: 4.4 eV
- Electronic energy: -23373.4271 eV

Entry 4:
Formula: C7H24ClO13
Source: OMol25
Level of theory: ωB97M-V/def2-TZVPD

Each line ends with the Löwdin charge.
Geometry (Å):
Cl1 0.1346 -0.0598 0.5053  0.85
O1 -0.2399 0.8086 -0.5663  -0.29
O2 -0.0576 -1.4455 0.0797  -0.30
O3 1.5020 0.1391 0.9557  -0.26
O4 -0.7118 0.2683 1.5540  -0.25
O5 -2.3640 0.8224 -1.4599  -0.05
H1 -1.4980 0.8337 -1.0523  -0.11
H2 -2.7375 -0.0217 -1.2064  0.03
O6 0.7743 -3.0551 1.6340  -0.05
H3 1.6123 -2.6052 1.7416  0.03
H4 0.3540 -2.6073 0.8998  -0.06
O7 1.4686 -1.3875 -1.5923  -0.09
H5 0.8087 -1.8385 -2.1189  0.09
H6 1.0851 -1.3396 -0.7165  -0.07
C1 0.2233 0.9368 -2.9521  0.00
C2 1.6062 0.7967 -2.3478  -0.34
C3 2.7509 0.1363 -3.1408  -0.11
O8 3.8003 1.0273 -3.0864  0.07
C4 3.4254 2.1302 -2.4571  -0.54
O9 4.2317 3.0192 -2.1587  0.08
O10 2.1180 2.0891 -2.1512  0.10
H7 0.1538 1.7210 -3.7059  0.10
H8 -0.4356 1.1186 -2.1029  0.03
H9 -0.0190 0.0563 -3.5472  0.09
H10 1.6248 0.3172 -1.3691  0.08
H11 2.5596 0.0373 -4.2093  0.13
H12 3.1230 -0.7792 -2.6808  0.13
C5 -3.6309 0.6343 2.0862  -0.17
O11 -2.8664 1.2804 1.1026  -0.12
H13 -4.6856 0.9016 2.0208  0.07
H14 -3.5714 -0.4308 1.8620  0.05
H15 -3.4419 0.7929 3.1479  0.07
H16 -2.0360 0.8404 0.9068  -0.01
C6 -2.5615 -2.3156 1.3040  -0.12
O12 -2.4087 -1.0192 0.8306  -0.25
H17 -3.5671 -2.5807 1.6303  0.09
H18 -2.2281 -3.0115 0.5341  0.09
H19 -1.9691 -2.3635 2.2177  0.10
H20 -1.4656 -0.8610 0.9155  -0.03
C7 1.7675 1.4219 3.0979  -0.18
O13 0.8378 0.4916 3.6132  -0.11
H21 1.7639 1.4734 2.0092  0.05
H22 1.3999 2.3522 3.5309  0.08
H23 2.7983 1.4652 3.4497  0.07
H24 0.5714 -0.1903 2.9921  0.03

- Charge: -1
- Highest occupied orbital energy: -6.266 eV
- Lowest unoccupied orbital energy: 2.801 eV
- Kohn-Sham gap: 9.1 eV
- Electronic energy: -46774.3673 eV
- Energy relative to the best compared isomer or geometry (same formula, charge and spin): 858.1 kJ/mol

Entry 5:
Formula: C7H24N4O5Tb
Source: OMol25
Level of theory: ωB97M-V/def2-TZVPD

Each line ends with the Löwdin spin population.
Geometry (Å):
O1 1.6499 -0.5657 1.6468  -0.03
H1 2.7128 -2.1074 1.1589  0.00
Tb1 -0.1853 1.2663 -0.0880  6.11
N1 1.0655 0.2884 -1.8233  -0.02
N2 -1.2756 -0.3569 -1.5012  -0.01
O2 2.2829 0.9316 -2.1192  0.00
O3 -2.6847 -0.5005 -1.4359  0.00
C1 0.6999 -0.7123 -2.6364  0.00
C2 -0.6581 -1.1089 -2.4218  0.00
C3 1.5691 -1.2893 -3.6929  0.00
C4 -1.3690 -2.1743 -3.1823  0.00
H2 2.5310 -0.7713 -3.7203  0.00
H3 1.0963 -1.2024 -4.6818  0.00
H4 1.7460 -2.3591 -3.5111  0.00
H5 -1.8218 -2.9281 -2.5168  0.00
H6 -0.6531 -2.7074 -3.8214  0.00
H7 -2.1508 -1.7723 -3.8504  0.00
H8 2.1743 1.7986 -1.6397  0.00
H9 -2.8757 -1.2814 -2.0084  0.00
O4 -2.4395 1.9226 -0.4222  -0.02
H10 -2.8978 2.7674 -0.5622  0.00
H11 -2.9602 1.1956 -0.8555  0.00
C5 2.7174 -2.0727 2.2421  0.00
H12 3.2713 -1.2458 2.6743  0.00
H13 3.3188 -2.9442 2.5212  0.00
H14 1.7597 -2.2658 2.7138  0.00
O5 1.0437 2.7647 -0.5093  -0.02
H15 2.1239 0.2077 2.0008  0.00
H16 1.4286 3.6507 -0.5889  0.00
N3 -0.9405 -0.1779 1.8165  -0.01
C6 -1.5969 0.4948 2.9568  0.00
C7 -0.7989 1.7063 3.3825  0.00
N4 -0.3624 2.4801 2.1666  -0.01
H17 -1.4795 -0.9916 1.5214  0.00
H18 0.0538 -0.4977 2.0269  0.00
H19 -2.5995 0.8044 2.6390  0.00
H20 -1.7044 -0.1932 3.8046  0.00
H21 -1.3999 2.3475 4.0378  0.00
H22 0.1010 1.3978 3.9231  0.00
H23 -1.0180 3.2484 2.0072  0.00
H24 0.5256 2.9530 2.3485  0.00

- Charge: +1
- Highest occupied orbital energy (alpha / beta): -9.125 / -9.181 eV
- Lowest unoccupied orbital energy (alpha / beta): -4.806 / -4.783 eV
- Spin multiplicity: 7
- Kohn-Sham gap (alpha / beta): 4.3 / 4.4 eV
- Electronic energy: -46272.3054 eV

Entry 6:
Formula: C7H24O7
Source: OMol25
Level of theory: ωB97M-V/def2-TZVPD

Each line ends with the Löwdin charge.
Geometry (Å):
O1 -6.0791 -1.8134 0.9456  -0.05
C1 -6.1286 -0.9402 2.0658  -0.27
C2 -5.9169 -1.5636 3.4020  -0.30
O2 -4.6032 -1.9490 3.4531  -0.05
H1 -5.4279 -2.4719 1.1987  0.08
H2 -5.4203 -0.1211 1.9414  0.12
H3 -7.1551 -0.5736 2.0714  0.12
H4 -6.5351 -2.4582 3.4765  0.13
H5 -6.1621 -0.8350 4.1747  0.13
H6 -4.2024 -1.3365 4.0742  0.09
O3 -0.4509 -5.0656 -0.6783  -0.07
C3 0.8102 -5.7227 -1.0647  -0.20
C4 1.5771 -6.0869 0.1811  -0.26
O4 1.8829 -5.0005 1.0532  -0.07
H7 -0.3320 -4.4814 0.0741  0.07
H8 0.6877 -6.5810 -1.7253  0.12
H9 1.4570 -5.0880 -1.6705  0.11
H10 2.5167 -6.5852 -0.0575  0.11
H11 0.9927 -6.8018 0.7603  0.12
H12 1.9834 -5.2412 1.9771  0.09
C5 4.1749 0.1849 -4.7401  -0.18
O5 4.6094 -1.0966 -4.3288  -0.11
H13 3.1244 0.0546 -5.0001  0.07
H14 4.3331 0.9807 -4.0122  0.08
H15 4.5641 0.6138 -5.6635  0.07
H16 4.6691 -1.6522 -5.1094  0.07
C6 0.4051 3.2473 -0.5964  -0.20
O6 0.5564 4.1183 -1.6578  -0.10
H17 -0.4216 3.5468 0.0478  0.07
H18 0.2749 2.2661 -1.0529  0.09
H19 1.1871 3.2754 0.1624  0.07
H20 1.1333 4.7898 -1.2865  0.07
C7 2.7755 8.4934 1.5210  -0.16
O7 3.3612 8.3663 0.2128  -0.12
H21 1.6882 8.4413 1.4660  0.07
H22 3.0740 7.7819 2.2910  0.08
H23 2.8916 9.5399 1.8029  0.07
H24 4.1054 7.7649 0.2908  0.07

- Highest occupied orbital energy: -10.201 eV
- Lowest unoccupied orbital energy: 0.505 eV
- SMILES string: OCCO.OCCO.CO.CO.CO
- Kohn-Sham gap: 10.7 eV
- Electronic energy: -21976.7146 eV
- Energy relative to the best compared isomer or geometry (same formula, charge and spin): 378.3 kJ/mol